Record 1
Formula: C3H8NOPS2
Source: OMol25
Level of theory: ωB97M-V/def2-TZVPD

```
16
C3H8NOPS2 | OMol25 | ωB97M-V/def2-TZVPD
C 0.437 -0.622 -1.849
C -0.889 0.240 -2.164
C 0.702 1.349 2.703
N 0.239 -1.433 -0.605
O -1.079 1.230 -1.254
P -0.145 -0.675 0.813
S -1.387 -1.704 1.972
S 1.538 0.345 1.502
H 0.683 -1.323 -2.631
H 1.249 0.079 -1.769
H -0.944 0.680 -3.173
H -1.715 -0.667 -2.009
H 0.570 2.431 2.541
H 1.220 1.324 3.757
H -0.244 0.983 2.948
H -0.235 -2.237 -0.782
```

ΔE to the lowest compared entry with this formula, charge and spin ... 4.3449 eV
E_LUMO (alpha / beta) ... -0.0731 / -0.0730 Eh
Net charge ... 0
HOMO level (alpha / beta) ... -0.3038 / -0.3038 Eh

***

Record 2
Formula: C4H30BO23
Source: OMol25
Level of theory: ωB97M-V/def2-TZVPD

```
58
C4H30BO23 | OMol25 | ωB97M-V/def2-TZVPD
O -1.855 3.317 1.914
C -1.689 2.379 1.191
O -0.633 1.610 1.160
B -0.757 0.515 0.157
O -1.983 0.942 -0.576
C -2.612 1.923 0.006
O -3.636 2.450 -0.323
O -0.894 -0.779 0.804
C 0.040 -1.615 0.347
O 0.204 -2.765 0.568
C 0.863 -0.819 -0.691
O 0.376 0.404 -0.763
O 1.728 -1.292 -1.368
O -0.640 5.591 3.312
H -1.218 4.844 3.500
H -0.341 5.416 2.415
O -3.440 -1.785 -0.631
H -4.347 -1.859 -0.942
H -3.396 -0.944 -0.166
O 1.387 -4.083 -2.334
H 1.431 -3.639 -3.184
H 1.371 -3.364 -1.686
O 1.318 -5.719 1.219
H 0.902 -5.443 0.392
H 1.199 -6.673 1.258
O 1.699 3.625 3.137
H 0.868 3.380 2.713
H 1.460 4.313 3.766
O -3.455 0.307 -3.383
H -3.003 0.945 -2.821
H -4.277 0.131 -2.917
O -0.962 -0.090 3.847
H -1.538 0.606 4.175
H -0.767 0.159 2.936
O 0.227 -4.381 3.617
H 0.408 -4.643 2.702
H 0.889 -3.707 3.797
O -3.504 5.293 -1.430
H -3.742 4.402 -1.144
H -2.782 5.542 -0.847
O 4.386 -2.509 -0.847
H 4.135 -3.096 -1.571
H 4.283 -1.628 -1.221
O 3.531 -1.518 -4.020
H 3.571 -0.759 -3.429
H 2.587 -1.659 -4.140
O 2.232 2.288 0.403
H 1.676 2.275 -0.385
H 2.180 3.194 0.723
O 2.981 -1.581 1.525
H 3.475 -0.800 1.792
H 3.319 -1.810 0.642
O 0.663 3.383 -2.005
H 0.076 2.627 -2.127
H 0.109 4.153 -2.164
O -1.422 -2.668 -2.521
H -0.669 -2.072 -2.541
H -2.015 -2.311 -1.836
```

ΔE to the lowest compared entry with this formula, charge and spin ... 1.2420 eV
E_LUMO ... 0.0706 Eh
Net charge ... -1
HOMO level ... -0.2935 Eh

***

Record 3
Formula: C5H11NO
Source: OMol25
Level of theory: ωB97M-V/def2-TZVPD

```
18
C5H11NO | OMol25 | ωB97M-V/def2-TZVPD
N -1.928 2.207 -1.641
C -1.304 0.948 -1.497
C -0.342 0.765 -0.578
C 0.235 -0.517 -0.250
C 1.481 -0.681 0.226
C 2.015 -2.061 0.435
H -2.892 2.104 -1.927
H -1.924 2.766 -0.801
H -1.673 0.185 -2.170
H 0.099 1.587 -0.013
H -0.329 -1.392 -0.554
H 2.185 0.138 0.326
H 3.094 -2.155 0.588
H 1.588 -2.528 1.334
H 1.778 -2.700 -0.415
H -0.544 0.775 2.998
H -0.454 0.229 1.602
O -1.085 0.332 2.338
```

ΔE to the lowest compared entry with this formula, charge and spin ... 1.9962 eV
E_LUMO ... 0.0399 Eh
Net charge ... 0
HOMO level ... -0.2833 Eh
Structure (SMILES) ... C/C=C/C=C/N.O

***

Record 4
Formula: C4H14N3S
Source: OMol25
Level of theory: ωB97M-V/def2-TZVPD

```
22
C4H14N3S | OMol25 | ωB97M-V/def2-TZVPD
N -1.407 0.228 2.181
C -1.807 -0.209 0.543
N -3.178 0.070 0.553
N -1.215 0.386 -0.916
H -1.804 -0.648 2.542
H -0.410 0.055 2.072
H -3.642 -0.678 1.062
H -3.281 0.913 1.060
H -2.115 0.292 -1.400
H -1.228 1.344 -0.593
C 0.665 -1.393 -2.346
C 1.517 -0.411 -1.545
C 1.430 -0.540 -0.014
S 2.128 0.912 0.789
H 0.395 -1.016 -3.342
H -0.298 -1.486 -1.792
H 1.113 -2.373 -2.545
H 2.542 -0.435 -1.819
H 1.196 0.602 -1.798
H 1.993 -1.379 0.356
H 0.390 -0.672 0.319
H 0.870 1.421 0.704
```

ΔE to the lowest compared entry with this formula, charge and spin ... 7.3091 eV
E_LUMO (alpha / beta) ... -0.4425 / -0.4586 Eh
Net charge ... +2
HOMO level (alpha / beta) ... -0.7058 / -0.7057 Eh
2S+1 ... 2

***

Record 5
Formula: C28H34AsCsN14S
Source: OMol25
Level of theory: ωB97M-V/def2-TZVPD

```
79
C28H34AsCsN14S | OMol25 | ωB97M-V/def2-TZVPD
Cs 0.405 0.543 -0.288
C -0.410 1.636 4.382
C 0.166 2.066 3.059
N -0.369 1.733 1.928
N -1.270 0.772 1.877
C -2.275 0.737 1.060
N -2.833 1.894 0.542
S -2.987 -0.725 0.625
C 1.452 2.731 3.008
C 2.203 2.967 4.175
C 3.499 3.421 4.062
C 4.030 3.658 2.801
C 3.194 3.463 1.712
N 1.963 3.006 1.798
H -1.397 1.214 4.203
H -0.509 2.473 5.070
H 0.220 0.873 4.838
H -2.654 2.731 1.080
H -3.795 1.787 0.245
H 1.778 2.776 5.147
H 4.105 3.573 4.943
H 5.053 3.981 2.680
H 3.541 3.666 0.704
N 5.187 0.761 -1.656
C 4.269 0.749 -0.670
N 3.071 0.799 -1.181
C 3.286 0.842 -2.522
N 4.572 0.820 -2.836
C 2.239 0.911 -3.521
C 2.562 0.995 -4.882
N 1.637 1.062 -5.817
C 0.368 1.050 -5.415
C 0.040 0.965 -4.071
N 0.962 0.897 -3.121
H 6.193 0.726 -1.613
H 4.503 0.719 0.375
H 3.592 1.009 -5.211
H -0.379 1.117 -6.195
H -0.993 0.957 -3.742
C -1.496 -2.356 -2.062
C -0.528 -2.925 -1.095
N 0.386 -2.252 -0.447
C 1.036 -3.147 0.347
C 0.520 -4.391 0.162
N -0.484 -4.245 -0.762
C -1.281 -5.316 -1.291
N -1.856 -6.121 -0.256
N -1.538 -7.424 -0.133
N -2.184 -7.951 0.816
C -2.980 -7.005 1.394
C -3.878 -7.065 2.460
C -4.533 -5.902 2.788
C -4.310 -4.700 2.096
C -3.427 -4.611 1.043
C -2.772 -5.787 0.699
H -1.261 -1.306 -2.202
H -2.507 -2.417 -1.659
H -1.453 -2.870 -3.022
H 1.832 -2.836 0.998
H 0.756 -5.344 0.590
H -0.660 -5.999 -1.887
H -2.074 -4.888 -1.914
H -4.033 -7.991 2.992
H -5.240 -5.901 3.605
H -4.839 -3.811 2.403
H -3.246 -3.674 0.537
C 0.692 5.458 0.229
As 0.009 3.835 -0.647
C -1.797 4.600 -0.892
C 0.639 4.298 -2.461
H 0.468 6.345 -0.368
H 1.765 5.401 0.391
H 0.213 5.561 1.202
H -1.755 5.493 -1.518
H -2.203 4.886 0.080
H -2.478 3.880 -1.343
H 0.431 5.340 -2.707
H 0.138 3.661 -3.191
H 1.712 4.123 -2.547
```

ΔE to the lowest compared entry with this formula, charge and spin ... 1.4441 eV
E_LUMO ... -0.0106 Eh
Net charge ... 0
HOMO level ... -0.2446 Eh

***

Record 6
Formula: C13H32AsN3RuS4SbSi3
Source: OMol25
Level of theory: ωB97M-V/def2-TZVPD

```
58
C13H32AsN3RuS4SbSi3 | OMol25 | ωB97M-V/def2-TZVPD
Ru -0.377 1.296 -2.006
S -2.577 -1.228 -4.145
As -1.712 0.604 -4.027
S 0.465 0.754 -4.103
S -2.176 1.142 -0.601
S -2.421 2.528 -3.817
C -3.926 -2.121 0.155
Si -2.680 -1.650 1.457
C -2.023 -3.101 2.443
C -3.229 -0.267 2.578
Sb -0.683 -0.693 0.076
Si 0.411 -2.770 -1.120
C -0.996 -3.859 -1.659
C 1.318 -3.384 0.397
C 1.593 -2.279 -2.473
Si 0.886 0.428 1.808
C 1.015 -0.728 3.269
C 2.560 0.656 0.984
C 0.065 2.046 2.277
H -4.835 -2.493 0.636
H -3.549 -2.905 -0.502
H -4.195 -1.262 -0.461
H -2.663 -3.254 3.316
H -1.013 -2.930 2.817
H -2.027 -4.026 1.866
H -4.169 -0.564 3.052
H -3.404 0.668 2.047
H -2.503 -0.086 3.374
H -1.542 -4.268 -0.807
H -0.599 -4.699 -2.234
H -1.686 -3.311 -2.301
H 0.652 -3.619 1.228
H 2.070 -2.667 0.731
H 1.846 -4.304 0.131
H 1.201 -2.554 -3.452
H 2.544 -2.794 -2.318
H 1.786 -1.208 -2.495
H 1.361 -1.725 2.994
H 0.067 -0.824 3.801
H 1.745 -0.310 3.967
H 3.290 -0.037 1.408
H 2.927 1.670 1.158
H 2.545 0.494 -0.095
H -0.108 2.071 3.354
H -0.893 2.199 1.778
H 0.710 2.888 2.019
N 4.117 4.570 -1.998
C 2.831 4.444 -1.597
C 2.096 3.265 -1.834
N 0.845 3.158 -1.419
C 0.279 4.191 -0.783
C 1.018 5.338 -0.559
N 2.278 5.469 -0.952
H 4.552 3.882 -2.585
H 4.559 5.466 -1.895
H 2.527 2.426 -2.368
H -0.748 4.082 -0.466
H 0.576 6.183 -0.046
```

ΔE to the lowest compared entry with this formula, charge and spin ... 0.0000 eV
E_LUMO (alpha / beta) ... -0.1314 / -0.1712 Eh
Net charge ... +1
HOMO level (alpha / beta) ... -0.3854 / -0.4136 Eh
2S+1 ... 5

***

Record 7
Formula: C21H35N6S4Sc
Source: OMol25
Level of theory: ωB97M-V/def2-TZVPD

```
67
C21H35N6S4Sc | OMol25 | ωB97M-V/def2-TZVPD
Sc 0.180 0.081 -0.050
C 0.718 2.002 2.863
C 1.580 2.887 1.969
S 1.492 2.513 0.192
C 3.231 2.408 -0.303
C 4.084 1.419 0.470
S 3.349 -0.224 0.356
C 3.430 -0.838 2.044
C 2.600 -0.079 3.065
S 0.854 0.213 2.611
H 0.945 2.217 3.909
H -0.340 2.220 2.737
H 1.284 3.925 2.126
H 2.626 2.824 2.264
H 3.183 2.138 -1.360
H 3.654 3.412 -0.251
H 5.083 1.411 0.032
H 4.205 1.719 1.510
H 3.113 -1.881 1.982
H 4.464 -0.868 2.395
H 2.594 -0.613 4.015
H 3.030 0.903 3.261
C -1.994 -2.242 -2.371
C -2.079 -2.249 -0.887
N -1.479 -1.424 -0.038
C -1.872 -1.818 1.236
C -2.721 -2.870 1.141
N -2.830 -3.131 -0.200
H -1.255 -1.517 -2.705
H -2.962 -1.993 -2.808
H -1.698 -3.222 -2.746
H -1.538 -1.316 2.129
H -3.248 -3.441 1.884
H -3.393 -3.857 -0.618
C -1.590 1.849 -1.625
C -2.681 2.825 -2.138
N -3.586 3.189 -1.063
C -2.850 3.873 -0.017
C -1.714 2.967 0.520
N -1.719 1.622 -0.148
C -3.095 1.072 0.104
C -4.184 1.994 -0.497
H -0.588 2.245 -1.822
H -1.666 0.876 -2.119
H -3.255 2.366 -2.942
H -2.227 3.733 -2.534
H -3.548 4.137 0.778
H -2.440 4.801 -0.416
H -1.829 2.799 1.590
H -0.753 3.441 0.335
H -3.199 0.957 1.185
H -3.158 0.086 -0.342
H -4.908 2.290 0.263
H -4.732 1.474 -1.284
C 2.761 -5.041 -2.565
C 2.156 -3.970 -1.725
C 1.817 -4.179 -0.379
C 1.298 -3.118 0.321
N 1.146 -1.920 -0.263
C 1.457 -1.817 -1.566
S 1.114 -0.236 -2.276
N 1.947 -2.789 -2.312
H 2.662 -6.023 -2.110
H 3.823 -4.824 -2.698
H 2.306 -5.035 -3.553
H 1.956 -5.143 0.085
H 0.991 -3.206 1.358
```

E_LUMO ... -0.2094 Eh
Net charge ... +2
HOMO level ... -0.4988 Eh

***

Record 8
Formula: C4H6BrFN3
Source: OMol25
Level of theory: ωB97M-V/def2-TZVPD

```
15
C4H6BrFN3 | OMol25 | ωB97M-V/def2-TZVPD
C -0.116 -1.139 -0.264
C -1.678 0.703 -0.864
C -1.330 -0.616 -0.779
C -0.270 2.338 0.196
N -0.874 1.750 -0.709
N 0.836 -0.401 0.182
N 1.966 -1.057 0.772
F -0.345 1.999 1.477
Br -2.617 -1.920 -1.348
H -0.058 -2.231 -0.229
H -2.669 0.963 -1.221
H 0.370 3.192 0.019
H 1.834 -2.076 0.950
H 2.164 -0.577 1.665
H 2.788 -0.928 0.154
```

E_LUMO (alpha / beta) ... -0.1277 / -0.2443 Eh
Net charge ... +1
HOMO level (alpha / beta) ... -0.3726 / -0.5389 Eh
2S+1 ... 3

***

Record 9
Formula: C26H71N5O8
Source: OMol25
Level of theory: ωB97M-V/def2-TZVPD

```
110
C26H71N5O8 | OMol25 | ωB97M-V/def2-TZVPD
C 4.656 -5.661 -7.044
C 5.416 -4.416 -7.478
O 5.696 -3.637 -6.316
H 4.064 -6.008 -7.891
H 3.995 -5.487 -6.195
H 5.415 -6.377 -6.729
H 4.872 -3.745 -8.144
H 6.366 -4.640 -7.963
H 6.654 -3.586 -6.331
C -0.348 -1.511 -2.459
C -0.248 -0.812 -1.119
O 0.916 -0.053 -1.056
H 0.421 -2.273 -2.585
H -0.191 -0.788 -3.259
H -1.336 -1.950 -2.600
H -0.306 -1.512 -0.285
H -1.075 -0.107 -1.042
H 1.660 -0.650 -1.166
C -4.083 -2.183 3.896
O -4.742 -1.031 3.592
C -4.034 0.192 3.905
C -4.940 1.399 3.748
N -5.101 1.788 2.372
C -5.885 3.005 2.292
C -6.638 3.150 0.948
O -7.915 2.525 1.085
C -8.642 2.639 -0.148
H -3.671 -2.190 4.905
H -3.219 -2.347 3.252
H -4.654 -3.096 3.725
H -3.228 0.310 3.181
H -3.527 0.154 4.869
H -4.546 2.183 4.395
H -5.960 1.288 4.117
H -5.651 1.074 1.916
H -5.364 3.934 2.521
H -6.722 3.067 2.988
H -6.014 2.714 0.168
H -6.749 4.204 0.696
H -8.794 3.706 -0.313
H -9.628 2.245 0.100
H -8.284 2.163 -1.061
C -6.963 -3.787 -6.232
C -6.261 -3.307 -4.934
C -6.168 -1.776 -4.768
O -5.465 -1.154 -5.812
C -5.239 0.261 -5.614
N -6.984 -3.847 -3.814
H -7.864 -3.231 -6.494
H -7.167 -4.856 -6.171
H -6.270 -3.633 -7.059
H -5.310 -3.839 -4.929
H -5.580 -1.606 -3.867
H -7.142 -1.287 -4.731
H -4.588 0.343 -4.744
H -6.202 0.748 -5.462
H -4.708 0.782 -6.411
H -6.731 -3.439 -2.925
H -7.972 -3.659 -3.904
C 6.233 1.712 9.422
C 7.403 2.016 8.456
C 6.942 2.659 7.190
O 6.102 1.808 6.404
C 5.603 2.486 5.228
N 8.219 2.924 9.188
H 5.624 2.546 9.771
H 6.721 1.248 10.279
H 5.571 1.050 8.865
H 7.895 1.084 8.179
H 7.774 2.881 6.522
H 6.405 3.598 7.328
H 5.071 3.426 5.375
H 4.829 1.892 4.741
H 6.431 2.744 4.568
H 8.387 2.392 10.030
H 7.630 3.662 9.546
C 6.620 -3.206 0.861
C 5.888 -3.775 -0.391
C 4.816 -4.867 -0.079
O 5.510 -5.893 0.641
C 4.645 -6.932 1.017
N 5.264 -2.640 -1.064
H 6.973 -3.975 1.548
H 6.011 -2.576 1.509
H 7.445 -2.548 0.586
H 6.678 -4.232 -0.988
H 4.321 -5.194 -0.994
H 4.006 -4.412 0.492
H 4.245 -7.445 0.143
H 3.797 -6.560 1.593
H 5.195 -7.726 1.523
H 5.881 -1.863 -1.251
H 5.135 -3.008 -1.995
C 1.159 6.146 -0.169
C -0.338 5.752 -0.235
C -0.862 5.472 -1.645
O -0.790 6.552 -2.661
C -1.388 6.219 -3.912
N -0.518 4.604 0.613
H 1.456 6.954 -0.839
H 1.655 5.227 -0.480
H 1.376 6.338 0.882
H -0.854 6.555 0.291
H -1.893 5.118 -1.647
H -0.230 4.712 -2.106
H -2.435 5.917 -3.888
H -0.750 5.550 -4.489
H -1.365 7.141 -4.494
H -0.052 3.812 0.195
H -1.461 4.259 0.722
```

ΔE to the lowest compared entry with this formula, charge and spin ... 2.0138 eV
E_LUMO ... 0.0097 Eh
Net charge ... 0
HOMO level ... -0.3314 Eh
Structure (SMILES) ... COC[C@H](C)N.COC[C@H](C)N.COC[C@H](C)N.COC[C@H](C)N.COCCNCCOC.CCO.CCO

***

| no. | energy (Eh) |
| --- | --- |
| 1 | -1386.73217 |
| 2 | -1926.15631 |
| 3 | -327.05799 |
| 4 | -722.30427 |
| 5 | -4508.00443 |
| 6 | -5710.84107 |
| 7 | -3502.87597 |
| 8 | -2993.73407 |
| 9 | -1908.65862 |